1.
{"formula": "C18H32BFNO7", "method": "ωB97M-V with the def2-TZVPD basis set", "species": ["C", "C", "C", "C", "F", "O", "B", "C", "C", "C", "C", "C", "C", "C", "O", "C", "C", "O", "C", "C", "C", "C", "O", "O", "C", "O", "N", "O", "H", "H", "H", "H", "H", "H", "H", "H", "H", "H", "H", "H", "H", "H", "H", "H", "H", "H", "H", "H", "H", "H", "H", "H", "H", "H", "H", "H", "H", "H", "H", "H"], "positions_angstrom": [[-1.91189, -2.66040, 2.82650], [-1.49305, -3.33477, 1.74825], [-0.31742, -2.91854, 0.91764], [-0.75455, -2.01544, -0.23386], [-1.51066, -2.96543, -1.06696], [-1.59656, -1.04242, 0.09310], [-1.25142, 0.24669, -0.57110], [-1.17363, 1.50564, 0.47458], [-1.85732, 1.25230, 1.82450], [-1.46863, 2.28668, 2.89590], [0.04687, 2.36489, 3.14376], [0.74916, 3.57919, 2.48751], [2.05769, 3.24098, 1.74240], [2.00498, 3.46861, 0.21199], [-2.29669, 0.55634, -1.60842], [-1.86266, 1.37496, -2.65375], [-3.06779, 2.13726, -3.24357], [0.03692, -0.06308, -1.22406], [0.34935, -1.45706, -1.20195], [1.81393, -1.45268, -0.74469], [2.47433, -2.82093, -0.43669], [3.95240, -2.71251, -0.64301], [4.67422, -2.09556, 0.08899], [4.45221, -3.35448, -1.76198], [0.17115, -1.81941, -2.67285], [0.58752, -3.16272, -3.00448], [-0.45084, -3.89832, -3.54645], [-0.04759, -4.86568, -4.07422], [-2.95055, -2.73664, 3.12854], [-1.23625, -2.03273, 3.39675], [-2.01457, -4.23998, 1.45239], [0.46913, -2.45909, 1.52377], [0.12951, -3.80804, 0.46409], [-0.12339, 1.77888, 0.62678], [-1.65947, 2.38451, 0.03269], [-1.62990, 0.25782, 2.21156], [-2.93517, 1.35748, 1.66738], [-1.95626, 1.99653, 3.83502], [-1.87730, 3.27099, 2.64490], [0.20676, 2.43491, 4.22359], [0.52698, 1.44515, 2.80391], [0.99286, 4.30154, 3.27196], [0.04919, 4.08299, 1.81841], [2.87638, 3.83707, 2.15139], [2.33280, 2.19948, 1.91953], [2.66708, 4.28395, -0.08542], [0.99138, 3.70465, -0.11108], [2.31051, 2.57736, -0.33648], [-1.37254, 0.78010, -3.43624], [-1.13812, 2.11923, -2.29232], [-3.95370, 1.86768, -2.66961], [-2.93378, 3.21525, -3.11688], [-3.21647, 1.94082, -4.30601], [2.36362, -1.01222, -1.58427], [1.93616, -0.75051, 0.07767], [2.31136, -3.05739, 0.61484], [2.02344, -3.62740, -1.00998], [4.50225, -2.70690, -2.47610], [-0.84859, -1.62492, -2.99432], [0.84660, -1.15466, -3.21351]], "forces_ev_per_a": [[0.149, -0.571, -0.516], [0.101, 0.352, 0.723], [0.483, -0.810, 0.388], [-0.647, -0.957, -0.948], [0.177, 0.003, 0.169], [0.506, 0.130, 0.423], [-0.708, 0.548, -0.620], [0.122, -0.336, 0.094], [0.197, 0.915, -0.082], [-0.075, -0.498, 0.212], [-0.131, 0.543, 0.119], [0.244, -0.209, 0.203], [-0.012, 0.086, -0.397], [0.066, -0.046, 0.178], [0.273, -0.467, 0.166], [-0.487, 0.189, 0.191], [0.261, 0.173, 0.208], [0.529, -0.146, -0.007], [-0.531, 2.052, 0.537], [0.284, -0.809, -0.518], [-0.376, -0.101, 0.529], [0.079, 0.255, 0.297], [0.014, -0.146, -0.154], [-0.145, 0.081, -0.149], [0.315, -0.296, 0.325], [-0.079, -0.065, -0.218], [0.040, 0.340, -0.267], [0.022, -0.207, 0.232], [0.233, -0.458, 0.598], [-0.269, 0.661, -0.427], [-0.504, 0.522, -0.583], [-0.239, 0.336, 0.025], [0.040, 0.094, -0.035], [0.018, -0.081, 0.082], [0.111, 0.047, -0.096], [-0.113, -0.072, -0.110], [-0.058, -0.459, 0.090], [-0.049, 0.048, -0.027], [0.128, 0.044, -0.083], [0.128, -0.153, -0.017], [-0.085, -0.071, 0.007], [-0.151, 0.056, -0.007], [0.057, -0.051, -0.097], [0.010, -0.030, 0.033], [-0.080, 0.004, 0.138], [-0.077, 0.032, -0.063], [0.028, 0.024, -0.048], [-0.003, 0.013, -0.022], [0.115, 0.073, -0.016], [0.172, -0.125, -0.061], [-0.054, -0.147, -0.166], [-0.022, 0.005, -0.102], [-0.118, -0.066, 0.020], [-0.092, 0.161, 0.024], [-0.115, -0.147, 0.139], [0.128, 0.006, -0.004], [0.185, 0.090, -0.263], [0.142, -0.101, -0.047], [-0.082, -0.217, 0.099], [-0.054, -0.039, -0.096]], "lumo_energy_ev": 2.7, "charge": -1, "total_energy_ev": -38402.515, "homo_lumo_gap_ev": 7.94}

2.
{"formula": "C18H32BrCl15O3", "method": "ωB97M-V with the def2-TZVPD basis set", "species": ["O", "C", "O", "C", "Cl", "C", "C", "O", "Br", "H", "H", "H", "H", "Cl", "C", "C", "Cl", "H", "H", "H", "H", "Cl", "C", "C", "Cl", "H", "H", "H", "H", "Cl", "C", "C", "Cl", "H", "H", "H", "H", "Cl", "C", "C", "Cl", "H", "H", "H", "H", "Cl", "C", "C", "Cl", "H", "H", "H", "H", "Cl", "C", "C", "Cl", "H", "H", "H", "H", "Cl", "C", "C", "Cl", "H", "H", "H", "H"], "positions_angstrom": [[-0.35946, -2.06860, 1.02813], [-0.38049, -1.77408, -0.10757], [-0.46528, -0.49271, -0.58480], [-1.40319, 0.29823, 0.11522], [-0.76297, 1.98979, 0.08765], [-2.79023, 0.19773, -0.56674], [-3.84624, -0.37741, 0.37751], [-4.12480, 0.08525, 1.38672], [-4.76789, -1.99278, -0.26380], [-0.27487, -2.55892, -0.89754], [-1.50120, 0.04677, 1.17524], [-2.67983, -0.45621, -1.43948], [-3.13485, 1.19184, -0.93933], [-1.38767, 5.49481, 1.76360], [0.04874, 6.48053, 1.39046], [0.55961, 6.22454, -0.00507], [1.25709, 4.59354, -0.17147], [0.80802, 6.26825, 2.14001], [-0.24793, 7.52435, 1.49047], [1.35006, 6.93472, -0.24548], [-0.23170, 6.33070, -0.74445], [-3.78256, 2.25043, -2.62786], [-2.32578, 3.20457, -3.01624], [-1.84177, 2.94842, -4.42136], [-1.18675, 1.30181, -4.61074], [-1.56097, 2.96586, -2.27996], [-2.59509, 4.25407, -2.90150], [-1.03692, 3.64148, -4.66353], [-2.63897, 3.08049, -5.15015], [-0.65644, 0.09635, 3.76350], [0.10924, -1.45506, 4.19440], [0.60688, -1.46945, 5.61787], [1.99841, -0.37824, 5.85469], [0.90914, -1.63665, 3.48963], [-0.64718, -2.22755, 4.05878], [0.94341, -2.47196, 5.87783], [-0.17336, -1.17745, 6.31797], [0.33106, -2.74680, -2.92617], [2.10510, -2.67372, -3.09335], [2.71346, -4.03500, -3.32425], [2.59154, -5.07396, -1.88383], [2.50632, -2.20175, -2.19748], [2.31514, -2.02647, -3.94408], [3.77431, -3.92856, -3.55101], [2.23726, -4.55478, -4.15561], [3.24277, -2.06006, 1.12848], [3.94343, -3.05090, 2.43129], [3.16312, -4.32187, 2.66623], [1.55563, -3.99864, 3.36077], [3.98967, -2.43691, 3.32909], [4.96168, -3.29705, 2.13191], [3.69767, -4.95313, 3.37544], [3.02307, -4.88449, 1.74531], [-2.14413, 8.92894, 4.39640], [-3.11412, 7.72890, 5.29126], [-3.94960, 6.87333, 4.37201], [-5.26235, 7.79824, 3.59844], [-3.73089, 8.26362, 6.01042], [-2.41285, 7.10135, 5.84005], [-4.41983, 6.07198, 4.94090], [-3.34296, 6.42837, 3.58815], [2.30229, -7.91118, -3.90802], [2.29895, -8.14200, -5.67451], [2.90466, -6.96855, -6.40389], [1.88461, -5.50988, -6.29326], [1.27290, -8.32081, -5.98909], [2.88076, -9.04047, -5.87782], [3.00525, -7.20391, -7.46272], [3.88989, -6.72126, -6.01367]], "forces_ev_per_a": [[-0.377, -0.099, 2.174], [0.543, -0.861, -1.569], [-0.597, -0.434, 0.007], [-0.418, 0.864, 0.250], [-0.254, -0.562, 0.058], [0.189, -0.345, -0.416], [1.371, -0.484, -3.048], [-0.973, 1.213, 3.241], [0.034, -0.080, -0.151], [-0.092, 1.154, 0.594], [0.473, -0.105, -0.226], [-0.073, 0.275, 0.122], [0.258, -1.113, 0.831], [0.005, -0.081, -0.011], [0.029, 0.208, 0.060], [0.050, 0.118, -0.050], [0.007, 0.040, -0.057], [-0.033, -0.098, -0.042], [-0.029, -0.027, -0.051], [0.002, -0.012, 0.078], [-0.020, -0.071, 0.060], [-0.354, 0.594, -0.750], [0.158, 0.206, -0.002], [-0.014, 0.089, -0.067], [-0.027, -0.032, 0.013], [-0.047, -0.098, -0.018], [-0.054, -0.032, -0.061], [0.011, -0.018, 0.083], [-0.005, -0.082, 0.043], [-0.042, 0.143, 0.083], [-0.113, 0.102, 0.040], [-0.146, -0.123, 0.036], [0.031, 0.020, 0.005], [-0.043, 0.219, -0.055], [0.010, 0.023, 0.013], [0.034, 0.016, -0.082], [0.050, 0.099, -0.040], [0.207, -0.227, -1.028], [0.232, 0.096, -0.001], [-0.006, 0.016, -0.130], [-0.025, 0.025, 0.173], [-0.073, -0.064, 0.030], [-0.045, -0.056, -0.023], [-0.015, 0.068, 0.056], [0.047, 0.116, 0.356], [-0.066, 0.074, -0.007], [0.139, -0.068, 0.067], [0.168, -0.119, -0.005], [0.151, -0.442, -0.100], [-0.099, -0.002, -0.030], [-0.047, -0.049, -0.032], [0.002, 0.069, 0.024], [-0.059, 0.106, -0.016], [0.004, 0.037, -0.014], [-0.016, -0.117, 0.123], [0.020, -0.129, 0.053], [0.009, 0.025, -0.028], [-0.002, 0.058, -0.094], [0.000, -0.025, -0.077], [0.007, 0.062, 0.046], [0.003, 0.080, -0.042], [-0.022, 0.041, -0.099], [-0.010, -0.158, -0.016], [0.124, -0.114, -0.086], [-0.087, -0.094, -0.302], [0.008, 0.084, 0.038], [0.046, 0.063, -0.023], [-0.068, -0.008, 0.020], [-0.072, 0.025, 0.072]], "lumo_energy_ev": 0.5, "smiles": "O=CO[C@@H](Cl)CC(=O)Br.ClCCCl.ClCCCl.ClCCCl.ClCCCl.ClCCCl.ClCCCl.ClCCCl", "total_energy_ev": -283207.342, "homo_lumo_gap_ev": 10.52}

3.
{"formula": "C18H32Cl2FNO5", "method": "ωB97M-V with the def2-TZVPD basis set", "species": ["H", "N", "C", "C", "C", "C", "C", "C", "O", "O", "O", "C", "O", "C", "C", "C", "C", "C", "O", "C", "C", "C", "F", "C", "C", "H", "H", "H", "H", "H", "H", "H", "H", "H", "H", "H", "H", "H", "H", "H", "H", "H", "H", "H", "H", "H", "H", "H", "H", "H", "H", "H", "H", "H", "Cl", "C", "Cl", "H", "H"], "positions_angstrom": [[-0.53134, 0.17560, -4.50250], [0.38160, -0.13815, -4.13613], [0.51512, 0.22329, -2.86249], [1.90948, -0.15649, -2.18099], [-0.68744, 1.02576, -2.17660], [-1.06368, 0.55914, -0.68845], [-1.02560, -1.07381, -0.73532], [-1.79411, -1.76326, 0.48209], [-1.50207, -1.57992, 1.69539], [-2.90952, -2.60310, 0.17657], [-0.13149, 0.93343, 0.34816], [0.11480, 2.31835, 0.45038], [-0.55934, 3.26038, -0.01580], [1.39670, 2.74576, 1.35587], [2.66922, 3.19395, 0.50169], [3.65329, 2.02293, 0.02730], [3.66969, 0.71397, 0.94517], [4.58979, -0.48168, 0.40499], [4.53882, -1.59831, 1.35208], [3.40762, -2.46407, 1.04369], [3.51864, -3.77052, 1.99371], [-2.59962, 0.94537, -0.42268], [-3.00192, 2.12219, -1.19948], [-2.96435, 1.28274, 1.10113], [-4.34185, 0.52956, 1.53681], [1.87929, 0.07128, -1.04888], [2.02888, -1.29844, -2.25986], [2.80975, 0.37782, -2.66724], [-1.62284, 0.81619, -2.82419], [-0.47101, 2.13834, -2.29519], [0.05886, -1.47369, -0.69560], [-1.44342, -1.45869, -1.74094], [-2.56214, -3.26038, -0.47706], [1.03260, 3.69065, 1.91517], [1.59171, 1.96774, 2.16497], [3.26559, 3.96169, 1.12630], [2.36164, 3.77401, -0.45120], [3.47639, 1.80824, -1.09491], [4.72640, 2.46030, 0.06686], [2.59058, 0.31135, 0.97924], [3.91282, 1.00884, 2.03740], [4.22187, -0.84704, -0.62208], [5.67615, -0.09109, 0.36142], [3.43847, -2.79725, -0.05792], [2.39226, -1.96687, 1.28832], [4.35463, -3.58687, 2.76680], [3.80121, -4.70378, 1.40103], [2.55496, -3.97517, 2.58689], [-3.32764, 0.11443, -0.77424], [-3.05278, 2.41840, 1.26494], [-2.17791, 0.91142, 1.85721], [-5.20632, 1.09760, 1.04567], [-4.34068, -0.56776, 1.18440], [-4.46264, 0.48347, 2.67957], [-7.90594, -0.30784, 0.16337], [-6.99628, -1.70292, -0.42791], [-5.49275, -1.20173, -1.21139], [-6.75692, -2.35180, 0.41345], [-7.60726, -2.24361, -1.14903]], "forces_ev_per_a": [[0.374, -0.175, 0.300], [0.341, 1.020, 3.339], [-0.239, -0.540, -2.741], [-0.771, -0.167, 0.771], [0.384, -0.335, -0.390], [-1.229, -1.463, -1.517], [0.219, -0.719, 0.114], [0.494, 0.422, 3.598], [-1.173, -0.527, -5.167], [2.532, 0.389, -0.310], [-0.030, 2.436, -0.939], [0.005, 2.837, 0.516], [1.659, -3.930, 0.852], [-1.082, 0.269, 0.141], [0.365, 0.209, -0.216], [1.221, 0.242, -0.142], [-1.170, -0.034, -0.294], [0.000, 0.929, 0.697], [-1.084, 0.241, -1.674], [-0.377, -1.127, 0.912], [0.383, 0.285, 0.280], [-0.979, 1.041, 0.901], [0.769, -1.787, 0.842], [-0.304, -0.733, 1.102], [0.375, 0.249, -0.243], [0.122, -0.182, -1.877], [-0.042, 1.752, -0.142], [-1.655, -0.908, 0.655], [1.523, 0.336, 1.099], [-0.360, -1.414, 0.606], [-1.633, 0.904, 0.121], [0.415, 0.836, 1.639], [-0.693, 0.775, 0.397], [0.404, -1.577, -1.034], [0.036, 0.886, -1.297], [-0.991, -1.352, -0.813], [0.163, -0.899, 1.671], [0.148, 0.026, 1.953], [-1.649, -0.637, -0.160], [1.509, 0.507, 0.042], [-0.062, -0.603, -1.801], [0.692, 0.703, 1.365], [-1.641, -0.920, -0.052], [-0.067, 0.661, 1.502], [1.613, -0.461, -0.596], [-1.301, -0.224, -1.252], [-0.431, 1.293, 0.778], [1.401, 0.365, -1.066], [1.582, 1.291, 0.358], [0.118, -1.766, -0.585], [-0.892, 0.527, -1.536], [1.014, -1.049, 0.845], [0.043, 1.800, 0.464], [0.175, 0.385, -1.756], [-0.062, -0.084, 0.015], [-0.117, -0.208, 0.081], [-0.210, -0.194, -0.319], [0.052, 0.207, -0.083], [0.113, 0.194, 0.044]], "lumo_energy_ev": 0.2, "smiles": "[H]/N=C(/C)C[C@@](CC(=O)O)(OC(=O)CCCCCOCC)[C@H](F)CC.ClCCl", "total_energy_ev": -58670.596, "homo_lumo_gap_ev": 10.03}